1.
Density functional theory data (ωB97M-V/def2-TZVPD) for a 10-piece molecular cluster, C15H51BF4N9O9 overall at a distorted geometry.

Its charge is -1. For the molecular weight, the calculation gives 588.4 g/mol. The HOMO-LUMO gap comes out at 8.250 eV. Its LUMO energy is 0.0856 Eh. The total energy is -2196.66428 hartree.

CARTESIAN COORDINATES (ANGSTROEM)
1 B -10.0201 -37.3692 -6.0573
2 F -9.8167 -36.6261 -7.1784
3 F -9.8936 -36.6219 -4.9079
4 F -11.2563 -38.0004 -5.9884
5 F -9.0805 -38.2926 -6.1210
6 C -5.6876 -38.7043 -7.9656
7 O -6.2592 -39.7347 -7.8724
8 N -6.0081 -37.6546 -7.3401
9 N -4.4736 -38.5944 -8.5363
10 H -5.2177 -37.0500 -7.1672
11 H -6.9311 -37.5210 -6.9524
12 H -4.1022 -39.4779 -8.8552
13 H -3.9223 -37.7484 -8.5560
14 C -11.0433 -33.2208 -6.3032
15 O -11.3170 -32.0577 -6.2205
16 N -10.5346 -33.8491 -5.3593
17 N -11.2062 -33.9825 -7.3857
18 H -10.2359 -33.2552 -4.5989
19 H -10.2667 -34.8138 -5.4925
20 H -11.5434 -33.5649 -8.2412
21 H -10.9481 -34.9589 -7.3829
22 C -12.4681 -39.6300 -2.5605
23 O -11.6087 -40.5089 -2.5465
24 N -12.4183 -38.5468 -3.3103
25 N -13.5058 -39.6904 -1.8559
26 H -11.6444 -38.5445 -3.9592
27 H -13.0237 -37.7628 -3.1131
28 H -13.7007 -40.4943 -1.2764
29 H -14.2594 -39.0554 -2.0772
30 C -12.7945 -37.6946 -8.9310
31 C -13.9159 -37.3064 -7.9516
32 C -14.8869 -38.4005 -7.4412
33 O -15.6780 -39.0426 -8.4302
34 C -16.3268 -40.2353 -8.0874
35 N -13.2898 -36.5296 -6.8676
36 H -12.1322 -38.4214 -8.4607
37 H -12.1839 -36.8925 -9.3454
38 H -13.2672 -38.2768 -9.7220
39 H -14.4414 -36.5043 -8.4700
40 H -15.5306 -37.8943 -6.7219
41 H -14.2909 -39.1964 -6.9946
42 H -17.0620 -40.3631 -8.8819
43 H -16.7878 -40.3438 -7.1057
44 H -15.5972 -41.0171 -8.2986
45 H -12.2920 -36.6778 -6.8175
46 H -13.5773 -36.8593 -5.9572
47 C -8.9939 -40.1341 -11.1562
48 C -8.7258 -38.9407 -10.2364
49 C -8.8560 -37.5854 -10.9424
50 O -7.9756 -37.3162 -12.0139
51 C -6.5714 -37.3682 -11.8376
52 N -9.8381 -38.9858 -9.3035
53 H -8.6520 -41.0935 -10.7680
54 H -8.4874 -39.9502 -12.1037
55 H -10.0441 -40.3121 -11.3874
56 H -7.7600 -39.1889 -9.7961
57 H -8.6058 -36.7946 -10.2353
58 H -9.8767 -37.4340 -11.2938
59 H -6.0687 -37.0095 -12.7359
60 H -6.2727 -38.3917 -11.6112
61 H -6.3548 -36.7093 -10.9967
62 H -10.6523 -39.1000 -9.8901
63 H -9.9848 -38.0595 -8.9286
64 C -14.5673 -34.4257 -1.7565
65 C -13.0978 -34.7197 -2.1212
66 C -12.3747 -35.4665 -1.0325
67 O -12.0556 -34.8332 0.2102
68 C -10.9629 -33.9402 0.2316
69 N -13.1085 -35.3954 -3.4295
70 H -14.9560 -33.7417 -2.5110
71 H -14.6642 -33.8777 -0.8193
72 H -15.2214 -35.2932 -1.6691
73 H -12.6986 -33.7113 -2.2296
74 H -11.5001 -35.9265 -1.4925
75 H -12.9072 -36.4107 -0.9175
76 H -10.7545 -33.6013 1.2464
77 H -11.1074 -33.0980 -0.4451
78 H -10.0405 -34.4562 -0.0346
79 H -12.1492 -35.6328 -3.6377
80 H -13.3888 -34.7021 -4.1084
81 O -8.7680 -40.7768 -7.4646
82 H -7.9201 -40.4363 -7.7499
83 H -9.4086 -40.1791 -7.8501
84 O -8.4209 -40.6157 -4.8924
85 H -8.2494 -39.7209 -5.1859
86 H -8.2182 -40.6044 -3.9570
87 O -10.8949 -40.6658 -5.8173
88 H -11.8077 -40.9532 -5.8380
89 H -10.9430 -39.7107 -5.8597

Cartesian forces (eV/Å) of the 3 atoms listed first:
-0.16 -0.37 0.78
-0.84 2.06 -1.76
0.00 1.25 1.06

Mulliken population analysis, charges in e, atoms 1 to 2: 0.33, -0.40



2.
Density functional theory data (ωB97M-V/def2-TZVPD) for a 11-piece molecular cluster, C15H52N4O11 overall at a distorted geometry.

Its charge is 0. The SMILES is NC(N)=O.NC(N)=O.CCO.CCO.CCO.CCO.CO.CO.CO.CO.CO. For the molecular weight, the calculation gives 464.6 g/mol. The HOMO-LUMO gap comes out at 9.240 eV. The value obtained for the energy above the lowest of the compared OMol25 structures with the same formula, charge and spin is 26.7 kcal per mole. Its LUMO energy is 0.0054 Eh. The total energy is -1649.16666 hartree.

CARTESIAN COORDINATES (ANGSTROEM)
1 C -8.3680 10.1830 -19.3360
2 C -7.3540 9.1380 -18.8650
3 O -6.0510 9.4320 -19.2000
4 H -9.3450 9.6660 -19.4190
5 H -8.1320 10.4410 -20.3640
6 H -8.4580 11.0660 -18.7330
7 H -7.7310 8.1250 -19.0320
8 H -7.2630 9.1360 -17.7400
9 H -5.5190 9.7200 -18.4490
10 C -12.8880 5.9950 -15.5050
11 C -13.6460 7.0370 -16.3260
12 O -12.9720 8.2790 -16.1920
13 H -12.6440 6.5430 -14.5710
14 H -11.9560 5.4890 -15.9570
15 H -13.5840 5.2180 -15.1840
16 H -14.6480 7.2180 -15.9320
17 H -13.8310 6.7990 -17.4590
18 H -12.3260 8.3140 -16.9280
19 C -9.2080 7.1680 -12.5410
20 C -9.8230 7.4940 -13.8920
21 O -9.7730 6.3950 -14.6990
22 H -9.9110 6.4140 -12.1310
23 H -9.1100 7.9290 -11.7670
24 H -8.2360 6.7420 -12.6360
25 H -9.3320 8.3300 -14.3010
26 H -10.8730 7.7800 -13.8090
27 H -9.7120 6.6200 -15.6270
28 C -12.5730 4.0660 -18.5200
29 C -12.5020 4.3060 -19.9810
30 O -12.0150 5.5290 -20.4760
31 H -11.6350 4.2710 -18.0140
32 H -12.7910 3.0140 -18.2990
33 H -13.2920 4.6430 -18.0370
34 H -13.5140 4.1940 -20.2480
35 H -11.9160 3.4710 -20.4580
36 H -11.9060 5.4300 -21.4460
37 C -10.3240 7.8030 -17.7910
38 O -9.5190 8.0170 -16.7470
39 N -11.1440 8.6970 -18.1630
40 N -10.3120 6.7050 -18.4840
41 H -11.0590 9.6580 -17.6300
42 H -11.8240 8.5620 -18.9390
43 H -9.7730 5.8560 -18.0720
44 H -11.0710 6.3710 -19.0230
45 C -13.9940 8.3660 -20.3780
46 O -15.0830 9.1180 -20.4850
47 N -12.7780 8.7300 -20.2960
48 N -14.0620 7.0690 -20.1790
49 H -12.6470 9.7920 -20.3480
50 H -12.0450 8.1780 -20.7780
51 H -15.0110 6.7010 -20.0750
52 H -13.1930 6.4210 -20.1030
53 C -8.6230 3.7180 -20.0850
54 O -8.3150 3.3630 -21.4380
55 H -7.7090 3.9560 -19.5950
56 H -9.1520 2.9930 -19.4830
57 H -9.1400 4.6790 -20.0410
58 H -7.8440 4.1130 -21.8480
59 C -9.1280 7.5530 -21.9220
60 O -10.1500 7.6540 -21.0520
61 H -8.2890 8.0480 -21.4960
62 H -9.5090 7.9470 -22.8380
63 H -8.9290 6.4860 -22.0720
64 H -10.0440 7.2190 -20.2350
65 C -7.8190 5.4770 -17.0110
66 O -9.0940 4.7690 -16.9500
67 H -7.0880 4.6850 -16.8400
68 H -7.7450 6.2860 -16.2720
69 H -7.5510 5.9260 -18.0100
70 H -9.1710 4.1870 -16.2120
71 C -10.5690 10.7120 -15.5430
72 O -10.4260 11.1810 -16.8920
73 H -11.3680 9.9350 -15.2640
74 H -10.7190 11.4920 -14.7530
75 H -9.5840 10.3340 -15.2380
76 H -9.5960 11.7250 -16.9240
77 C -13.4260 11.3500 -18.8150
78 O -12.2300 11.1980 -19.5110
79 H -13.5440 10.5360 -18.0750
80 H -14.1750 11.0420 -19.4900
81 H -13.7830 12.3370 -18.4860
82 H -11.5860 11.4030 -18.8060

Cartesian forces (eV/Å) of the 3 atoms listed first:
-0.51 -1.75 -0.90
-0.87 0.94 3.99
1.99 0.00 -1.88

Mulliken population analysis, charges in e, atoms 1 to 2: -0.42, 0.44



> total energy of number 2 (C15H52N4O11)?

-1649.16666 hartree



> Among the records above, which one has the lowest HOMO-LUMO gap?

C15H51BF4N9O9



> What is the molecular weight in the first record?

588.4 g/mol



> What is the formula in the first record?

C15H51BF4N9O9